A molecular structure, C30H32B3ClF10O33 at a distorted geometry, computed with ωB97M-V with the def2-TZVPD basis set.

Each line ends with the Mulliken charge.
Positions of all 109 atoms, in Å:
1 Cl 1.41187 -2.48268 -4.29110  -0.12
2 B -0.22893 -1.97519 -3.69437  0.25
3 O -0.34018 -0.80090 -2.90373  -0.06
4 B -1.11289 0.07681 -3.74861  0.75
5 O -2.41608 -0.35784 -4.08169  -0.59
6 B -2.53570 -1.76718 -4.06779  0.58
7 O -1.42310 -2.66044 -3.99658  -0.44
8 H -0.57687 1.04485 -4.14127  -0.19
9 H -3.61605 -2.23879 -4.07176  -0.11
10 C 1.41543 4.89132 -2.11994  -0.29
11 C 0.97250 4.95693 -3.55102  0.48
12 O 0.26394 3.73344 -3.71114  -0.35
13 C -0.23637 3.42585 -2.48900  0.71
14 O -1.09562 2.62209 -2.29826  -0.52
15 O 0.35106 4.14955 -1.51126  -0.39
16 F 2.03277 4.96292 -4.39866  -0.31
17 H 2.35861 4.34095 -1.98465  0.10
18 H 1.51744 5.87633 -1.66776  0.35
19 H 0.31209 5.79631 -3.78505  0.21
20 C 5.41374 1.31351 0.15238  -0.40
21 C 4.01148 0.81389 0.31380  0.42
22 O 3.25997 2.01143 0.41344  -0.32
23 C 3.94738 2.94127 -0.29578  0.40
24 O 3.48126 3.97878 -0.65219  -0.60
25 O 5.21233 2.53921 -0.55589  -0.32
26 F 3.86024 0.11105 1.47069  -0.28
27 H 5.89995 1.52362 1.10844  0.43
28 H 6.03643 0.62562 -0.41577  0.21
29 H 3.64832 0.21910 -0.52614  0.43
30 C -2.82584 2.84825 0.94429  0.12
31 C -2.87161 4.23730 0.40151  0.69
32 O -2.93616 5.03819 1.56671  -0.35
33 C -2.29414 4.32581 2.54076  0.48
34 O -1.92286 4.78549 3.56772  -0.55
35 O -2.12607 3.02676 2.17640  -0.29
36 F -4.00148 4.44450 -0.33286  -0.27
37 H -3.81765 2.44106 1.14726  0.02
38 H -2.29409 2.16338 0.28476  0.25
39 H -1.99538 4.51772 -0.18793  -0.07
40 C 1.21627 -0.45581 2.97097  0.16
41 C 1.64784 -1.82387 3.40644  0.39
42 O 0.42556 -2.44189 3.76728  -0.37
43 C -0.53004 -1.85442 2.99138  0.61
44 O -1.62364 -2.29179 2.82448  -0.51
45 O -0.07748 -0.70840 2.42542  -0.29
46 F 2.44875 -1.76328 4.50490  -0.31
47 H 1.12833 0.24158 3.80778  0.30
48 H 1.87742 -0.02788 2.22628  -0.41
49 H 2.13899 -2.41240 2.62696  0.44
50 C 6.79031 -4.06403 2.09250  -0.52
51 C 7.08258 -2.63666 2.45326  0.32
52 O 6.60044 -1.92466 1.32648  -0.27
53 C 5.58790 -2.67505 0.81116  0.63
54 O 4.78729 -2.27211 0.03598  -0.43
55 O 5.60640 -3.93870 1.30447  -0.31
56 F 8.41570 -2.41848 2.57214  -0.29
57 H 7.58339 -4.51182 1.48948  0.28
58 H 6.61600 -4.69002 2.96613  0.29
59 H 6.57269 -2.28518 3.35368  0.30
60 C -6.83913 2.35255 -0.41008  -0.26
61 C -6.33662 1.01444 0.04938  0.35
62 O -7.52203 0.35026 0.44289  -0.32
63 C -8.51956 0.87203 -0.32486  0.56
64 O -9.58765 0.37926 -0.45793  -0.49
65 O -8.12888 2.02697 -0.92561  -0.34
66 F -5.52018 1.13575 1.13152  -0.34
67 H -6.94429 3.06293 0.41351  0.25
68 H -6.20874 2.79657 -1.17938  0.23
69 H -5.83150 0.43321 -0.72604  0.32
70 C -2.48629 -4.79806 4.70390  0.40
71 C -2.65797 -4.12571 6.03160  0.41
72 O -2.92343 -5.21536 6.90190  -0.34
73 C -2.28845 -6.29241 6.36227  0.56
74 O -2.07054 -7.30300 6.94630  -0.54
75 O -1.92903 -6.06266 5.07440  -0.23
76 F -3.73009 -3.29346 6.03254  -0.29
77 H -3.43708 -4.95799 4.19016  0.23
78 H -1.81883 -4.25140 4.04250  -0.44
79 H -1.77525 -3.58414 6.38071  0.30
80 C -1.25535 -7.66778 1.05484  -0.44
81 C 0.23076 -7.84185 1.17087  0.29
82 O 0.69368 -6.50801 1.29078  -0.28
83 C -0.31499 -5.81166 1.88157  0.55
84 O -0.19066 -4.74086 2.37615  -0.40
85 O -1.48292 -6.50018 1.84242  -0.32
86 F 0.75501 -8.38879 0.04499  -0.30
87 H -1.57358 -7.48131 0.02660  0.27
88 H -1.80946 -8.51948 1.44620  0.28
89 H 0.55059 -8.41951 2.04139  0.30
90 C 5.48678 -1.12714 -6.00312  -0.40
91 C 5.29644 -2.40613 -5.24268  0.54
92 O 5.59484 -2.02947 -3.91147  -0.27
93 C 5.27063 -0.71370 -3.81209  0.62
94 O 5.13831 -0.13672 -2.78432  -0.49
95 O 5.10973 -0.14706 -5.03496  -0.31
96 F 6.18445 -3.35248 -5.63780  -0.30
97 H 6.52658 -0.96823 -6.29771  0.28
98 H 4.85705 -1.06771 -6.88938  0.28
99 H 4.28305 -2.81154 -5.28971  0.03
100 C -4.58555 8.78734 -1.41853  -0.44
101 C -4.82024 7.30724 -1.47904  0.53
102 O -3.90703 6.88137 -2.47526  -0.27
103 C -2.86999 7.75958 -2.43389  0.65
104 O -1.81026 7.56698 -2.93383  -0.51
105 O -3.19604 8.88027 -1.73954  -0.32
106 F -6.08178 7.02359 -1.89121  -0.33
107 H -5.17041 9.33292 -2.16258  0.27
108 H -4.79060 9.20543 -0.43436  0.29
109 H -4.61226 6.78081 -0.54553  0.12

Computed properties:
ΔE to the lowest compared entry with this formula, charge and spin (eV): 0.000
HOMO (eV): -10.94